C6H11N3O | ωB97M-V with the def2-TZVPD basis set

Output
- total charge = 0
- LUMO level (eV) = 0.66
- orbital gap (eV) = 8.724

Positions of all 21 atoms, in Å:
C (0.7517, -1.7402, -1.9722)
C (0.4001, -0.2590, -2.2080)
O (-0.6910, 0.1670, -1.7456)
N (1.1558, 0.5047, -3.0377)
H (1.7845, -1.9121, -2.3992)
H (0.0193, -2.3079, -2.3516)
H (0.9537, 1.4963, -3.0670)
H (2.0621, 0.0753, -3.3383)
H (0.9389, -2.0668, -1.0137)
C (0.6511, 1.8369, 2.2941)
C (-0.2721, -0.5052, 1.7382)
C (-0.3910, 0.8535, 1.9259)
C (-2.3210, 0.1204, 1.3444)
N (-1.5083, -0.9815, 1.3958)
N (-1.7091, 1.2305, 1.7121)
H (0.6477, -0.9769, 1.7275)
H (-1.9341, -1.8252, 1.0233)
H (0.1786, 2.7677, 2.7773)
H (1.1281, 2.0933, 1.3066)
H (-3.3216, 0.0631, 1.0214)
H (1.4766, 1.3660, 2.8667)

=====

C4H7Cl | ωB97M-V with the def2-TZVPD basis set

Output
- total charge = 0
- LUMO level (eV) = 0.99
- orbital gap (eV) = 9.887

Positions of all 12 atoms, in Å:
C (-1.3474, -0.9283, -0.0242)
C (-0.8187, 0.3733, -0.4817)
C (0.4067, 0.8997, -0.3895)
C (1.4707, 0.5074, 0.5749)
H (-2.1137, -1.4513, -0.6716)
H (-1.8447, -0.8626, 0.9183)
H (-0.5973, -1.6607, 0.1230)
H (-1.5697, 1.0490, -0.9261)
H (0.7105, 1.4430, -1.2329)
H (2.0039, 1.2378, 1.0322)
H (1.1435, -0.0703, 1.4731)
Cl (2.5561, -0.5370, -0.3955)

=====

C5H8N | ωB97M-V with the def2-TZVPD basis set

Output
- total charge = +1
- multiplicity = 3
- LUMO level (spin up / spin down) (eV) = -3.13 / -6.92
- orbital gap (spin up / spin down) (eV) = 6.038 / 8.130

Positions of all 14 atoms, in Å:
C (3.0101, -0.4906, 0.0282)
C (1.9040, -0.0247, -0.1475)
C (-1.8708, 0.2791, 0.1304)
C (-1.2065, -0.9693, -0.2449)
C (0.5188, 0.8418, -0.1994)
N (-0.4676, 0.0480, 0.5135)
H (4.0100, -0.8092, -0.0707)
H (-2.0355, 1.1254, -0.5178)
H (-2.5274, 0.2423, 1.0041)
H (-1.2307, -1.8537, 0.2262)
H (-0.8393, -1.2209, -1.3243)
H (0.3859, 1.0393, -1.2008)
H (0.6153, 1.8980, 0.2877)
H (-0.2663, -0.1055, 1.5152)

=====

C6H18N2Si2 | ωB97M-V with the def2-TZVPD basis set

Output
- total charge = 0
- LUMO level (eV) = 0.48
- orbital gap (eV) = 7.821

Positions of all 28 atoms, in Å:
C (-2.4147, 0.1693, -0.8455)
C (-0.6214, 1.9051, 0.6340)
C (2.5390, 0.9393, -0.5094)
C (1.5747, 0.2581, -2.7683)
C (-0.1507, -0.8473, 2.6412)
C (-0.7232, -2.2245, 0.7708)
N (1.3669, 0.8879, -1.3965)
N (-0.7299, -0.8697, 1.3055)
Si (-0.1493, 1.6621, -1.2110)
Si (-1.8642, 0.3869, 0.8214)
H (-3.0543, 0.9235, -1.3664)
H (-2.7417, -0.8043, -1.2207)
H (0.1525, 2.0974, 1.3937)
H (-1.3781, 2.6288, 0.5811)
H (3.0065, 1.9938, -0.3453)
H (2.2709, 0.5937, 0.4962)
H (3.1732, 0.1008, -0.8280)
H (0.5747, 0.3562, -3.3342)
H (2.3720, 0.9031, -3.3294)
H (1.9069, -0.7377, -2.6594)
H (0.6427, -1.6090, 2.6548)
H (0.2806, 0.1738, 2.8155)
H (-0.7634, -1.0884, 3.5225)
H (0.3111, -2.5841, 0.5896)
H (-1.1755, -3.0053, 1.3444)
H (-1.1703, -2.2981, -0.2057)
H (-0.3030, 2.3871, -2.4739)
H (-2.9149, 0.4155, 1.7725)

=====

Computed total energy, in the same sequence as the records: -474.717589, -616.740721, -249.468098, -927.804672 Ha.
Computed energy above the lowest of the compared OMol25 structures with the same formula, charge and spin, in the same sequence as the records: 1.322, 1.002, 6.203, 3.299 eV.